ORCA calculation (ωB97M-V with the def2-TZVPD basis set) on a molecular structure, C28H28AsMoN5O7S.

Summary:
Energy relative to the best compared isomer or geometry (same formula, charge and spin), kJ/mol: 140.1
E_LUMO, eV: -15.247
Charge: +4
Molecular weight, Da: 749.489
Orbital gap, eV: 4.7
E_HOMO, Eh: -0.73192
Maximum force, Eh/bohr: 0.0310

Cartesian coordinates (Å):
Mo: -0.51538 -0.10393 0.75940
As: -0.82289 -2.70225 -1.67958
S: 0.76529 -2.99151 1.08431
O: 0.88373 -1.31743 0.94140
O: -1.40948 -1.01432 -0.37330
O: 1.27072 -3.31423 2.35689
O: 2.19239 3.22711 -4.67194
O: -2.20234 -3.41836 -2.04161
O: -0.43653 -1.40725 -2.77352
O: -0.63074 -3.22371 0.74879
N: 2.11823 1.84620 -2.26117
N: -1.38478 1.94506 0.56431
N: 0.72486 0.82553 -0.53804
N: -0.07690 0.98795 2.49073
N: -1.53465 -1.02236 2.42167
C: 1.41515 -4.12462 -2.63267
C: 0.03532 0.30068 3.64181
C: -1.61299 4.64565 -0.01767
C: -2.61461 -2.92793 3.37523
C: -3.53765 -1.95804 1.28002
C: 1.75253 3.89668 -3.51753
C: 2.83490 -4.22747 -0.18349
C: 2.51443 1.12639 -3.52594
C: 2.63761 -4.80620 -2.52164
C: 1.39962 1.31796 -1.37335
C: -0.74126 -0.95242 3.56840
C: -1.75210 -2.91874 4.44342
C: 0.91371 -3.51915 -1.50304
C: 3.33801 -4.84699 -1.32940
C: -2.22054 2.34813 -0.42495
C: -0.77031 4.22325 1.01434
C: 0.03807 2.32836 2.44411
C: 1.85781 1.86192 -4.68792
C: 0.59100 0.90459 4.74700
C: 0.58349 2.99664 3.51622
C: -0.80771 -1.88138 4.55636
C: 1.62239 -3.57318 -0.28593
C: 2.43092 3.32090 -2.28479
C: -2.34470 3.70648 -0.71212
C: -2.51930 -1.96882 2.36784
C: -3.03154 1.35303 -1.19384
C: 0.92157 2.25697 4.65281
C: -0.68544 2.88454 1.28185
H: 3.35773 -4.28561 0.76332
H: -1.82600 -3.67261 5.21775
H: -3.53592 0.65397 -0.52836
H: 3.02681 -5.32211 -3.39049
H: -0.15761 -1.81754 5.41856
H: 0.66003 3.82414 -3.41882
H: -0.22373 4.94095 1.61065
H: -3.39176 -2.79986 0.59772
H: 2.10517 3.77911 -1.35320
H: -2.41105 0.78920 -1.89324
H: 3.51434 3.39536 -2.37309
H: 2.03060 4.94430 -3.62034
H: 0.69899 4.07162 3.51171
H: 3.59971 1.19550 -3.58815
H: 0.70721 0.37238 5.68110
H: -3.55341 -1.03076 0.71865
H: -4.52215 -2.09248 1.73213
H: -3.40286 -3.66668 3.30573
H: -3.03889 4.01001 -1.48432
H: -1.04681 -1.45824 -3.53351
H: 2.20496 0.08580 -3.45414
H: 2.24449 1.44954 -5.61876
H: -1.70440 5.69920 -0.25297
H: 0.88170 -4.12100 -3.57529
H: 1.34471 2.76404 5.51150
H: 0.76849 1.72548 -4.66221
H: 4.27620 -5.38347 -1.27438
H: -3.79649 1.86603 -1.77103

These are the Mulliken partial charges, in e, on atoms 1 to 8: Mo -0.312; As 1.190; S 1.655; O -0.418; O -0.064; O -0.582; O -0.336; O -0.532